C19H35HgN5NbO4 as an isolated structure in a non-equilibrium geometry, computed with ωB97M-V/def2-TZVPD.

Summary:
- multiplicity = 2
- orbital gap (alpha / beta) (eV) = 7.1 / 5.4
- charge = +2
- HOMO (alpha / beta) (Eh) = -0.5638 / -0.5627
- lowest unoccupied orbital energy (alpha / beta) (eV) = -8.23 / -9.93

```
65
Properties=species:S:1:pos:R:3:forces:R:3:lowdin_charge:R:1
C -1.652 -0.276 -3.010 0.2 0.7 -0.5 -0.013
H -3.971 -0.459 -1.733 -0.1 -0.1 0.0 0.098
C 1.078 -2.924 3.243 0.4 0.0 0.3 -0.034
H 2.576 5.541 1.002 -0.2 -0.4 0.0 0.137
H -0.586 -0.209 -3.234 -0.5 -0.1 0.0 0.050
C -1.007 -2.794 1.937 -0.6 0.3 -0.2 -0.020
Hg 3.762 -1.430 -2.357 1.0 -0.8 0.2 0.841
H -1.522 -2.417 1.044 0.1 -0.2 0.2 0.056
H 3.289 2.653 1.702 0.5 0.6 0.3 0.066
H 4.510 2.616 -2.057 -0.3 0.3 0.3 0.093
O -1.703 2.616 -1.954 -0.5 -0.6 -0.1 0.118
H -1.126 -3.887 1.985 0.1 0.4 0.0 0.119
C 1.660 -0.469 -2.862 1.8 4.5 -3.3 -0.691
C -2.356 0.218 0.210 -0.5 -0.2 -0.1 -0.086
H 3.468 3.940 2.913 0.1 0.0 -0.3 0.094
H -1.370 -3.195 -1.202 0.0 0.1 -0.3 0.085
H 0.687 -3.131 -0.187 0.1 0.0 0.1 0.051
C 2.316 4.488 1.183 -0.1 0.1 -0.1 -0.149
C -1.941 -1.192 -1.821 0.1 -0.8 -0.7 -0.617
H 2.225 -3.042 0.727 -0.2 -0.1 0.0 0.089
H -3.734 -2.027 -0.916 -0.1 -0.1 0.1 0.097
H 2.139 -2.637 3.333 -0.4 -0.1 0.0 0.107
H 4.421 4.016 1.409 -0.3 -0.1 0.3 0.082
H 3.684 2.025 -0.604 0.2 -0.1 0.0 0.055
C 0.440 -0.192 2.810 0.2 0.2 -0.2 -0.076
H 2.356 3.676 -2.257 0.3 0.0 0.3 0.131
C 1.157 -3.293 0.789 0.2 0.0 -0.2 -0.042
H -3.759 -1.930 -2.676 0.1 0.1 0.2 0.113
C -3.445 -1.412 -1.766 -0.1 0.0 0.2 -0.025
H -2.142 -0.679 -3.906 0.0 0.1 0.4 0.122
H -0.557 -0.404 3.226 0.3 -0.2 -0.1 0.109
O 1.695 1.638 0.724 -0.5 -0.4 -0.4 -0.148
N -0.318 4.341 -1.372 -0.6 -1.1 -0.2 0.219
H -1.588 -2.990 -2.965 0.1 0.2 0.4 0.116
C 3.446 3.738 1.833 0.6 -0.6 0.4 -0.080
H -1.857 0.697 1.076 0.1 -0.1 -0.1 0.082
C 1.246 2.578 -0.035 -0.3 -0.5 -0.1 -0.393
H 1.444 4.494 1.853 0.1 0.1 -0.1 0.136
H 0.502 0.890 2.613 0.1 -0.3 -0.2 0.078
O 0.745 6.079 -0.416 0.4 -0.7 -0.1 0.163
H 1.192 -0.416 3.575 -0.1 0.1 -0.1 0.113
H -1.010 4.991 -1.756 0.4 -0.2 0.2 0.184
H -1.995 0.743 -2.805 -0.1 -0.4 -0.3 0.070
C 2.902 3.898 -1.322 -0.4 0.6 -0.5 -0.120
C -0.700 2.973 -1.421 1.1 3.2 0.2 -0.477
N 1.078 -0.382 -1.778 -0.7 -1.0 3.4 -0.148
H 0.522 -2.549 4.116 0.2 0.0 -0.4 0.095
N 0.717 -1.026 1.604 -1.9 0.1 1.2 -0.124
N -1.409 -0.577 -0.595 -0.2 1.5 0.6 -0.154
C 1.837 3.897 -0.172 -0.1 2.2 0.4 -0.289
H -2.816 1.023 -0.402 0.3 -0.5 0.3 0.111
N 0.186 2.170 -0.726 -0.4 -1.6 0.9 0.054
C -1.205 -2.511 -2.049 0.1 -0.6 0.0 -0.036
C 4.037 2.926 -1.108 0.9 -0.2 -0.2 -0.078
H -3.147 -0.442 0.624 0.4 0.4 -0.2 0.119
H 1.031 -4.029 3.301 0.0 0.6 -0.1 0.112
H 3.262 4.949 -1.414 -0.3 -0.7 0.1 0.155
H -0.122 -2.362 -2.188 -0.6 -0.1 0.1 0.051
Nb 0.389 0.103 -0.063 1.1 0.0 -2.8 1.879
C 0.736 4.896 -0.624 -0.7 0.2 -0.6 -0.372
C 0.489 -2.471 1.886 0.8 -1.0 0.3 -0.624
H 4.834 3.372 -0.493 -0.3 -0.3 -0.2 0.084
H 1.070 -4.365 1.027 0.0 0.4 -0.1 0.111
H -1.487 -2.364 2.823 0.1 -0.1 -0.1 0.094
O 1.984 0.123 -3.862 -1.4 -2.6 1.9 0.055
```
Positions in Å, forces in eV/Å.